Entry 1:
The following is a quantum chemistry calculation of C25H23IrN4O3S2 as an isolated structure, from OMol25.

XYZ file:
```
58
C25H23IrN4O3S2 (the ωB97M-V functional and the def2-TZVPD basis)
C -0.8911 -1.4397 0.6583
H 1.7331 3.1216 -1.1418
H 4.8038 0.9700 -2.2511
C -2.2279 -4.7292 1.8768
C -1.6461 -2.7168 0.7283
C 0.0466 3.7849 0.0219
H -0.8930 -2.2135 3.4247
H 3.6514 1.7060 4.1770
H 0.4316 -3.0481 2.6406
C 1.0986 3.9494 -0.8788
C 0.4525 6.2706 -1.1400
C 2.3049 0.3713 -4.4313
H 0.6269 7.2314 -1.6054
C -0.7918 4.8647 0.3099
H 2.0985 5.3277 -2.1500
H 4.1276 1.4235 -0.1370
C 3.6117 0.5515 -3.9660
C -2.5735 -2.1933 -1.5646
H -3.2268 -7.2116 1.2350
C 3.0853 1.2129 -0.3610
O -1.4795 -0.3089 0.7838
C -3.0665 -5.1026 0.8319
H 2.2131 1.1256 4.9393
H -1.2564 6.9452 -0.0273
C -1.5048 -3.5460 1.8434
S 0.5291 0.5460 2.8687
C -3.1708 -4.2640 -0.2687
C 1.2888 5.1899 -1.4459
C 2.7254 0.9229 -1.7294
N 2.8689 1.5275 1.8697
S -2.0303 4.3760 1.4160
N -0.3103 2.6166 0.7051
C 1.3891 0.7470 -2.2077
C -1.3689 2.8046 1.4361
H -0.6221 -3.9261 3.7608
C -3.8543 -6.3818 0.9079
H -4.6743 -6.2906 1.6232
C 2.1382 1.2388 2.8998
O 0.3623 -1.4196 0.4557
H -2.7057 -1.1446 -1.3027
C -2.4725 -3.0636 -0.3404
N 2.2861 1.2409 0.6432
H -2.1315 -5.3784 2.7407
C -0.5976 -3.1661 2.9811
H -1.8017 2.0079 2.0220
H 2.1361 0.1506 -5.4786
O 0.3090 0.8818 -1.4895
C -0.5982 6.1199 -0.2624
H 0.2180 0.3319 -3.9441
H -1.6624 -2.2657 -2.1636
H 4.4536 0.4748 -4.6398
H -3.8118 -4.5478 -1.0962
H -3.4112 -2.5029 -2.1879
C 1.2293 0.4675 -3.5840
N 2.6717 1.4890 4.1254
C 3.7999 0.8254 -2.6346
H -4.2829 -6.6397 -0.0598
Ir 0.3727 0.6850 0.5630
```

net charge	0
max |F|	0.9	eV Å⁻¹
LUMO energy	0.233	eV
frontier orbital gap	0.2810	Ha
energy	-62913.661	eV


Entry 2:
The following is a quantum chemistry calculation of C25H23KN8O2S5 as an isolated structure, from OMol25.

XYZ file:
```
64
C25H23KN8O2S5 (the ωB97M-V functional and the def2-TZVPD basis)
H -3.0305 0.0276 -0.8946
C 1.5820 4.4191 0.7145
H 4.2392 3.6306 -3.5063
C -1.2972 -3.4075 -5.1952
C -5.4241 0.4063 1.4509
S -1.2254 -1.3227 -3.3605
C 3.3952 3.1196 -3.0554
H 1.2490 0.5596 -3.4913
C 2.8517 1.9871 -3.6518
N 1.2418 -2.8086 -0.9326
H 3.2606 4.4777 -1.4225
N -3.1146 -6.6173 -5.3626
H -5.4407 0.6040 -0.7021
H -0.5575 -2.8305 -5.7317
S 1.0882 1.1655 3.5388
C 2.0921 -3.7844 -3.3125
C -0.6255 3.0286 1.4018
C 1.1187 3.3395 -0.0485
K 0.1067 -0.0811 -0.4143
H 2.7991 -3.7613 -0.0370
C -4.6447 0.1047 2.5433
O -2.3921 -0.5665 -2.9632
H -1.4938 -0.6870 3.2863
O -0.3980 -0.6911 -4.3638
H -3.8896 -5.4031 -3.1447
C -0.2491 4.0911 2.2095
H 1.2552 5.6120 2.4584
C 1.7476 1.4108 -3.0416
C 2.8435 3.5964 -1.8866
C 2.3241 -3.5531 -0.9913
N -0.4667 -1.7515 -2.0192
H -3.1408 -3.1234 -2.3913
S 1.1379 -0.7233 4.2501
C -2.6435 -5.3822 -4.8867
H 2.4975 4.9309 0.4544
C -3.5163 0.0471 0.0739
C 1.7703 2.9072 -1.2996
H 2.3841 -4.1683 -4.2891
H -2.8463 -0.4355 4.3058
S 3.0658 1.4155 0.6906
N -2.5205 -0.6399 3.3779
N 0.9949 -3.0536 -3.2964
N -2.7508 -0.2699 1.1138
N -0.0002 2.6809 0.2876
H -2.4633 -7.1026 -5.9591
H -3.4955 -7.2109 -4.6426
N 1.2107 1.8612 -1.9208
C -3.1697 -4.8318 -3.7193
H 3.2659 1.5745 -4.5618
H -1.4863 2.4194 1.6549
H 3.7327 -4.6687 -2.2120
C 2.8345 -4.0700 -2.1784
H -5.0586 0.1203 3.5444
S 2.8778 1.7905 2.6699
H -6.4664 0.6749 1.5842
C -4.8583 0.3773 0.1799
C -1.8348 -2.8685 -4.0415
C 0.6094 -2.5378 -2.1014
C -2.7620 -3.5776 -3.2970
H -0.7952 4.3234 3.1128
H -1.2798 -5.1009 -6.5184
C -3.2900 -0.2519 2.3407
C 0.8959 4.7876 1.8528
C -1.7001 -4.6627 -5.6194
```

net charge	-2
max |F|	2.1	eV Å⁻¹
LUMO energy	3.938	eV
frontier orbital gap	0.1567	Ha
energy	-112819.242	eV


Entry 3:
The following is a quantum chemistry calculation of C25H23N4O3PSY as an isolated structure, from OMol25.

XYZ file:
```
58
C25H23N4O3PSY (the ωB97M-V functional and the def2-TZVPD basis)
C 1.3533 1.4200 3.0876
H -2.8046 2.3410 4.0108
H 1.7558 2.1063 1.1079
H 7.0811 0.4758 -1.6681
C 0.2476 -4.3697 -1.7558
H -1.9465 0.7592 4.0781
C -2.8507 1.2818 3.7704
C -6.0371 1.9352 -2.3982
C -3.6825 1.4607 -2.1529
C 0.8551 -0.9273 3.3210
C -4.9697 1.3410 -1.6643
C 1.1014 -1.8095 -1.1159
H 3.0063 0.7749 -2.9124
C 1.5424 -4.1684 -1.2948
C -5.2182 0.5636 -0.5052
C -0.6178 -3.2959 -1.9117
C 3.7385 0.5207 -2.1570
Y -1.0151 1.8596 -0.5858
H -3.7389 0.8412 4.2221
C 5.6288 -0.1052 -0.2061
C 5.0886 0.6733 -2.4251
H -4.1454 2.6003 -3.7877
C 1.4778 1.2508 1.7201
O 0.7742 0.8833 -1.3614
P 1.6058 -0.1846 -0.6166
C 1.9735 -2.8906 -0.9782
S -3.0347 1.1313 2.0205
H 5.4075 1.0446 -3.3886
C 0.9879 -1.1028 1.9492
H -3.8127 -1.0580 2.3381
C 6.0280 0.3555 -1.4529
C 3.3336 0.0548 -0.9045
C 1.0450 0.3259 3.8868
H -2.4663 2.2344 -3.6127
H 3.9688 -0.5900 1.0554
H 6.3666 -0.3390 0.5486
C 4.2794 -0.2515 0.0743
H 2.9915 -2.7391 -0.6413
N -3.4075 2.1424 -3.2757
H 0.8462 -2.0846 1.5167
O -2.6521 0.9346 -1.5144
H 1.4910 2.3984 3.5266
H 2.2187 -5.0059 -1.1962
C -1.0307 3.9951 -1.3341
N -1.0963 5.0239 -1.8549
C -2.9229 -0.6281 1.8828
H 0.9644 0.4512 4.9588
H -2.0022 -0.9371 2.3790
N -5.3768 -0.0675 0.4457
C -0.1935 -2.0150 -1.5932
N -6.8887 2.4420 -2.9822
O -1.6529 1.6149 1.4740
C 1.3023 -0.0115 1.1405
H -1.6173 -3.4524 -2.2923
H -0.8758 -1.1849 -1.7445
H -2.9409 -0.8771 0.8240
H 0.6213 -1.7742 3.9524
H -0.0848 -5.3676 -2.0069
```

net charge	+1
max |F|	0.9	eV Å⁻¹
LUMO energy	-3.169	eV
frontier orbital gap	0.2844	Ha
energy	-59566.456	eV


Entry 4:
The following is a quantum chemistry calculation of a 6-piece molecular cluster, C25H23N6O13 overall, from OMol25.

XYZ file:
```
67
C25H23N6O13 (the ωB97M-V functional and the def2-TZVPD basis)
H -5.2583 -1.4120 2.0078
H 3.4303 -2.3149 -5.6804
O 3.6978 0.9251 -3.3972
H 3.1773 -4.1395 2.1457
H 1.7924 -2.2625 1.1770
C 5.6787 -2.2455 0.9318
O -1.1832 2.5634 4.9422
H 5.4793 -4.1440 1.9403
C -1.5787 -1.1768 0.8180
O -4.4426 -2.9288 4.2507
H -1.3387 3.6636 -0.7272
H -1.1534 -2.7191 2.2704
C -3.8152 -0.4864 0.7022
C -3.0505 3.0151 -1.7785
H -5.0133 2.6385 -2.6026
H 1.5720 0.0534 -2.6198
H -0.5689 -1.0355 0.4619
C 0.7481 -1.9157 -2.8812
H -1.5924 1.6003 2.3234
O -3.1426 5.3995 2.3014
H 0.2679 -3.9860 -3.1976
O 6.8603 -0.0617 -0.2512
C -5.1891 3.2774 -0.6241
C 2.8626 -2.2929 1.0350
C 4.9803 -3.2955 1.4959
O 4.1012 0.2131 -5.4713
H -6.2483 3.0698 -0.5894
N 5.6191 -0.0532 -0.1543
H 2.1405 -4.2604 -4.7806
O -3.3514 -4.3927 3.1334
O 0.9370 2.8684 0.7862
C -1.9224 -2.0853 1.8541
H -5.0822 4.1651 1.2835
C -3.1566 4.0563 0.4083
N -2.4883 4.7518 1.5205
N 1.3685 2.0094 0.0308
C -4.4871 3.8648 0.4337
C 1.8690 -3.2569 -4.4879
N -0.5594 2.4007 3.9677
C 4.9176 -1.1897 0.5013
C -4.2177 -1.3205 1.7337
H -2.2173 0.1763 -0.5804
C -2.4119 3.5658 -0.6561
C -2.5637 -0.4403 0.2358
C 0.8889 -3.1545 -3.4966
C 1.6412 -0.8641 -3.1853
C -0.8930 1.2747 3.0934
C 2.7081 -2.1682 -4.8909
O 0.8037 0.9208 0.0737
N -3.7067 -3.2185 3.2612
O 0.1796 3.2643 3.4990
C 3.4961 -1.1642 0.5286
H -1.2319 0.3965 3.6428
H 0.0535 -1.7241 -2.0767
H -2.4831 2.6643 -2.6278
O 4.9533 0.9001 -0.6255
H 2.9635 -0.2534 0.2981
C -4.4154 2.9059 -1.7438
O -1.3315 4.5215 1.6058
C -3.2714 -2.2173 2.2792
C 2.5821 -1.0050 -4.1889
H -0.0170 0.9496 2.5321
N 3.5309 0.1434 -4.3617
C 3.5988 -3.3226 1.5788
H 6.7407 -2.1426 1.0993
H -4.5454 0.1452 0.2182
O 2.2881 2.2857 -0.7259
```

net charge	-1
max |F|	4.7	eV Å⁻¹
LUMO energy	1.160	eV
frontier orbital gap	0.2325	Ha
energy	-61839.131	eV


Entry 5:
The following is a quantum chemistry calculation of C25H24Cl2HfN5O3 as an isolated structure, from OMol25.

XYZ file:
```
60
C25H24Cl2HfN5O3 (the ωB97M-V functional and the def2-TZVPD basis)
C 0.2354 -1.0829 3.8504
H -0.7967 -0.7706 3.7274
C -0.1961 -0.1565 -5.4012
H -6.0071 -0.9821 0.1991
C 0.0908 -0.1673 -3.9424
H -3.4109 -0.4389 -2.0013
C 0.8530 -4.1917 0.8167
C 0.6158 -1.8053 4.9601
H 3.7469 -1.5883 1.3951
C 1.3960 -0.2461 -3.4397
C 1.9467 -2.1995 5.0791
N -1.4303 0.2676 0.6364
C 3.2440 1.4485 0.8214
C -3.1162 -0.1759 -1.0004
H 4.2109 -0.1633 2.3264
O -1.5647 -0.0142 -5.6260
C 0.1040 3.2133 0.0409
Hf 0.7154 0.1290 0.8924
H 0.1899 -1.0947 -5.8337
C 0.5154 4.3947 -0.5553
H -0.2154 5.1402 -0.8365
C -3.7564 0.2959 1.2532
C 2.8378 -1.8371 4.0854
C -2.4175 0.4241 1.5450
N 1.0942 -0.7331 2.8669
H -0.0598 -4.7266 1.0765
H 2.2177 5.5153 -1.2362
C -0.9652 -0.0940 -3.0274
H 2.2741 -2.7742 5.9329
C -4.1339 -0.0368 -0.0523
H -6.0855 0.7200 -0.2736
C 1.8731 4.6033 -0.7737
H -2.1120 0.6940 2.5528
N 0.5662 -0.1052 -1.2037
C -0.7090 -0.0767 -1.6663
H -4.4964 0.4384 2.0260
H -6.5370 -0.6848 -2.0811
C 2.2858 2.4629 0.2151
H 2.2442 -0.3279 -4.1027
C 3.3463 -0.6922 1.8933
H 0.3841 0.6634 -5.8584
N 2.6971 0.2000 0.9371
Cl 0.3826 -2.5013 0.4075
H 1.3378 -4.6171 -0.0620
H 3.8790 -2.1127 4.1556
H 2.5874 -0.2329 -1.6513
O -5.6169 -0.5950 -1.8041
N 0.9639 2.2495 0.4106
H -0.9487 3.0382 0.2496
O 4.3415 1.7806 1.1915
C -5.5498 -0.2257 -0.4614
H -0.1057 -2.0368 5.7277
C 1.5860 -0.2010 -2.0778
H -1.9659 -0.0370 -3.4253
H 3.8397 3.7520 -0.4610
Cl 1.9661 -4.2052 2.1784
C 2.7717 3.6282 -0.3603
H -1.7459 -0.0298 -6.5741
C -1.7886 0.0001 -0.6528
C 2.3914 -1.1014 2.9900
```

net charge	+3
max |F|	1.6	eV Å⁻¹
LUMO energy	-9.908	eV
frontier orbital gap	0.2926	Ha
energy	-66237.343	eV


Entry 6:
The following is a quantum chemistry calculation of a 4-piece molecular cluster, C25H24Cl2N3O8S overall, from OMol25.

XYZ file:
```
63
C25H24Cl2N3O8S (the ωB97M-V functional and the def2-TZVPD basis)
H -1.9155 0.7603 0.4126
C -0.2207 -1.8780 1.6104
H -3.9867 -2.8966 0.8494
C 5.2648 0.4445 -1.5407
H 5.4917 -0.9741 -3.0961
H -4.3058 -1.9485 -0.6698
C 4.2184 3.6160 -6.4629
H 7.3978 2.8915 -3.7709
H 5.0207 4.0441 -7.0506
C 5.7023 0.0208 -2.7241
C -4.5332 -0.8008 1.2155
H 1.8085 -3.2832 2.8442
C -2.0532 -0.3508 0.5055
H -3.3231 0.5225 8.2349
H 6.5787 3.6816 -1.5578
C 1.1047 -2.2862 1.2226
C 2.9828 4.4234 -6.3447
C -3.2069 -1.1494 5.2166
C -3.0064 -0.7168 1.7005
C -2.7636 -0.4050 6.4147
H -6.5766 -1.2865 5.9562
H -1.7044 -0.1916 6.4858
C -5.0753 -0.3259 7.2302
C 1.9792 2.6676 -4.9562
H 4.6755 -0.1823 -0.8856
H 1.8389 -4.1013 1.4368
H 0.3419 -0.3210 -1.2793
O -6.7828 -3.0977 1.6755
C 1.8708 3.8564 -5.5460
C 6.3691 2.6868 -1.9304
S -6.3542 -2.8234 0.3062
N 1.3901 -1.6473 -0.0040
H -2.7944 -1.7058 2.1778
O -6.2677 -4.0218 -0.5252
H 5.2218 1.8228 -5.9478
H -4.7250 0.1322 0.6068
O 6.9094 0.5118 -4.6816
O -5.8647 0.0229 8.0795
Cl 2.8216 -1.8167 -0.9046
H -2.5376 -0.6792 -0.4600
C 6.5087 0.8976 -3.6032
H 1.1768 2.2390 -4.3687
H -0.7847 -2.1955 2.5132
H 0.9748 4.4597 -5.4709
C 4.3259 2.4265 -5.8723
H -2.9556 0.0771 2.4932
C -3.6301 -0.0225 7.3512
C -5.5177 -1.0722 6.0287
C 3.2146 1.8612 -5.0745
C -4.6644 -2.1334 0.3764
H -5.2420 -0.7533 2.0849
C -4.6494 -1.4537 5.0936
C 6.8077 2.2635 -3.1152
C 0.2770 -0.8957 -0.3286
N -0.7180 -1.0051 0.5874
H -4.9561 -1.9997 4.2090
N 2.0415 -3.1780 1.8532
O 2.8836 5.5066 -6.8795
O 3.3130 0.7728 -4.5364
Cl -7.7073 -1.5110 -0.5195
O 5.1594 2.1930 0.0272
C 5.5627 1.8089 -1.0524
O -2.4113 -1.5011 4.3597
```

net charge	+1
max |F|	4.3	eV Å⁻¹
LUMO energy	-3.932	eV
frontier orbital gap	0.3031	Ha
energy	-83032.104	eV


Entry 7:
The following is a quantum chemistry calculation of a 3-piece molecular cluster, C25H24F16O4 overall, from OMol25.

XYZ file:
```
69
C25H24F16O4 (the ωB97M-V functional and the def2-TZVPD basis)
F -6.5657 4.8144 -5.8697
C -7.4135 2.7417 -5.1592
F 9.2762 1.4406 6.0819
H 9.1493 -0.8289 6.2691
C 2.4022 -2.0852 -1.9029
O -7.1584 1.6130 -4.4274
H -3.9510 -1.8240 0.9379
F 5.7910 -1.9667 2.1318
H -5.0077 0.4843 1.1153
F 6.3534 1.2166 4.1525
C 7.0203 -1.7528 2.6545
H -4.8170 -1.4334 -0.5390
H 2.5217 1.1437 0.5240
H 5.0213 0.5255 0.7926
C 8.2429 -0.6000 5.7112
H 3.4704 -2.2245 -1.9906
C -1.4601 -1.6940 0.0009
F -7.7832 4.2490 -2.2869
H -7.6695 0.2709 -3.0699
C 3.1246 0.5638 -0.1695
C 8.4781 0.8166 5.1667
F -7.1982 3.6344 -0.2755
H 6.7923 1.9264 5.9646
C 6.9642 -1.9893 4.1690
C 4.2536 -0.0391 0.2714
F -8.5129 3.3821 -4.7199
C -7.8633 3.2492 -1.3888
C -7.2318 1.9569 -1.9131
C -0.2191 -5.2750 0.3766
O 1.6525 -4.1848 -2.7204
F 6.7720 -3.3164 4.3387
C -3.9590 -1.1530 0.0781
F -7.4373 1.0288 -0.9326
H -4.2519 0.9059 -0.4345
O 8.1411 -1.6716 4.7911
C -0.2882 -1.9563 -0.8910
O -0.2907 0.0256 -2.2231
H 7.7344 -2.4367 2.1920
C -6.1987 3.6761 -5.2395
C 1.4895 -3.2570 -1.9694
F 5.9157 -1.3639 4.7352
C 0.3004 -3.1535 -1.0494
H -5.3956 3.1932 -5.7997
H 7.4294 -0.6166 6.4374
C -2.7157 -1.3233 -0.8059
H -8.8830 1.5039 -3.2686
H -0.3203 -6.1007 1.0385
C -7.8064 1.3434 -3.1986
F 9.1759 0.7486 4.0140
F -5.8977 2.1082 -2.0429
H -2.5457 -0.3834 -1.3268
F 7.3847 -0.4895 2.3657
F 7.6847 2.9145 4.4832
H -1.1840 -0.8801 0.6792
H 2.0138 1.2368 -1.8595
H 4.4223 -1.1105 0.1943
F -7.6692 2.3410 -6.4247
C 1.8404 -0.8850 -1.7371
H -8.9122 3.0826 -1.1283
H -3.2376 0.6708 0.9593
C 7.2655 1.7365 4.9974
C 2.6449 0.3879 -1.6068
C -0.1143 -4.3424 -0.3717
C -4.1480 0.3118 0.4724
C 0.3451 -0.8362 -1.6643
F -5.7472 3.9961 -4.0134
H 3.5061 0.3137 -2.2589
H -1.6696 -2.5677 0.6160
H -2.8632 -2.0997 -1.5579
```

net charge	0
max |F|	1.9	eV Å⁻¹
LUMO energy	-0.753	eV
frontier orbital gap	0.2847	Ha
energy	-77978.788	eV
SMILES	C#CC1=C(CCCC)C(=O)C(CC=C)=CC1=O.FC(F)C(F)(F)COC(F)(F)C(F)F.FC(F)C(F)(F)COC(F)(F)C(F)F


Entry 8:
The following is a quantum chemistry calculation of C25H24F4IrN5SSi as an isolated structure, from OMol25.

XYZ file:
```
61
C25H24F4IrN5SSi (the ωB97M-V functional and the def2-TZVPD basis)
N 0.7617 1.0086 -1.2508
C -3.6981 1.9632 -1.3462
C -0.6571 1.3221 4.3810
F -1.6464 2.9516 8.8854
H -1.6388 -4.2285 -3.4282
F -2.0964 1.1512 0.2104
C 1.0398 2.3635 -3.1806
H -2.9630 2.7826 6.3948
Ir -0.2538 -0.0483 0.3181
Si -0.8502 -2.4233 -2.0178
F -1.6520 4.7754 7.7298
H -1.8573 -2.7106 -4.2862
C -3.9617 0.8093 -3.4145
C 2.8010 0.9201 -2.4671
H 0.2458 -3.5238 -0.0710
H 1.0002 -3.0236 -3.5446
C -0.5528 0.4552 3.2853
C -1.9143 1.7279 4.8589
H -1.5226 -3.5631 0.0825
N 1.5432 -0.9085 0.3901
C 1.9980 0.5268 -1.4164
C -2.7439 1.0328 -1.0301
N 1.8356 -3.3741 2.8966
H 3.4085 -0.8738 -0.4094
C -2.3273 -0.0371 -1.8057
H 1.2846 -3.8658 3.5775
H -2.8081 1.4383 4.3221
H 2.7533 -3.7163 2.6590
H -0.6981 -4.6720 -1.0191
N -1.3694 -0.9051 -1.3277
N 2.0387 -1.8425 1.2563
H -4.4467 0.7006 -4.3765
H -5.0977 2.5574 -2.8589
C 0.4147 2.4700 6.2121
H 3.7897 0.4911 -2.5682
H 0.6313 3.1078 -3.8492
H 2.9009 2.1522 -4.2253
C 0.2934 1.9216 -2.1000
S -0.4155 -2.1357 2.5332
H -0.7050 2.2956 -1.9154
H -3.9401 2.7542 -0.6469
H 1.4735 1.4216 4.6686
C -2.9758 -0.0976 -3.0558
C 2.3075 1.8431 -3.3755
F 0.2134 3.9741 8.4736
H 0.8692 -1.2690 -3.4026
C 0.5087 1.7205 5.0561
C -4.3359 1.8472 -2.5705
H -3.0181 -3.1995 -3.0364
C -1.9611 -3.1894 -3.3104
C -1.9985 2.4774 6.0109
C 2.4043 -0.4692 -0.4434
H 1.6490 -2.2188 -2.1172
H 1.3057 2.7648 6.7470
C -0.9728 3.6438 7.9576
C 0.8265 -2.2060 -2.8378
C -0.6919 -3.6528 -0.6195
H -2.6803 -0.8691 -3.7491
C 1.2921 -2.4151 2.1380
C -0.8364 2.8369 6.6873
C -0.4465 -0.3431 2.3317
```

net charge	+1
max |F|	2.7	eV Å⁻¹
2S+1	2
LUMO energy (alpha / beta)	-4.526 / -4.539	eV
frontier orbital gap (alpha / beta)	0.1810 / 0.2164	Ha
energy	-66179.011	eV
<S²>	1.005